Entry from the OMol25 dataset: a structure of composition C26H25N9O5PS4W (ωB97M-V/def2-TZVPD).

## Properties
energy above the lowest of the compared OMol25 structures with the same formula, charge and spin: 34.25 kcal per mole
energy: -3875.74035 Eh
total charge: +1
gap between HOMO and LUMO (spin up / spin down): 5.260 / 5.181 eV
HOMO energy (spin up / spin down): -0.40219 / -0.40156 Ha

The geometry in XYZ format:
```
71
Properties=species:S:1:pos:R:3:lowdin_charge:R:1
W 0.124 -0.254 -0.082 1.378
S -1.730 0.658 -1.378 0.692
C -2.740 -0.764 -1.479 -1.005
S -1.761 -2.179 -1.462 0.883
C -4.097 -0.705 -1.507 -0.333
C -4.875 -1.899 -1.572 -0.204
N -5.482 -2.876 -1.592 0.200
C -4.731 0.569 -1.409 -0.221
N -5.221 1.597 -1.249 0.198
O 0.478 -0.421 -4.496 0.054
C 1.180 -1.580 -4.640 -0.241
C 1.359 -2.122 -5.910 -0.014
C 2.087 -3.281 -6.090 -0.057
C 2.658 -3.926 -4.998 -0.068
C 2.478 -3.399 -3.739 -0.014
C 1.738 -2.228 -3.528 -0.074
C 1.571 -1.766 -2.142 -0.397
O 0.746 -0.760 -1.922 -0.335
N 2.188 -2.339 -1.165 0.056
N 1.783 -1.773 0.035 -0.190
C 2.244 -2.400 1.077 -0.860
S 1.894 -1.928 2.725 0.982
C 2.377 -3.537 3.412 -0.489
C 3.604 -3.988 2.653 -0.500
S 3.249 -3.811 0.883 1.001
H 0.144 -0.170 -5.364 0.115
H 0.921 -1.617 -6.764 0.120
H 2.210 -3.681 -7.088 0.114
H 3.231 -4.833 -5.132 0.109
H 2.906 -3.891 -2.876 0.113
H 1.555 -4.243 3.302 0.087
H 2.586 -3.386 4.471 0.089
H 3.831 -5.037 2.840 0.088
H 4.473 -3.383 2.908 0.085
O 3.074 1.632 2.068 0.150
C 2.282 1.341 1.220 -0.543
O 1.332 0.424 1.363 -0.373
C 2.204 2.004 -0.121 -0.164
C 3.117 2.951 -0.532 0.041
C 2.969 3.486 -1.802 -0.004
C 1.929 3.041 -2.602 -0.004
C 1.062 2.078 -2.120 -0.108
N 1.187 1.581 -0.884 -0.023
H 3.912 3.238 0.142 0.136
H 3.663 4.232 -2.168 0.125
H 1.791 3.421 -3.604 0.123
H 0.271 1.670 -2.732 0.070
C -3.895 2.452 2.747 -0.165
N -3.308 1.298 3.430 -0.135
C -2.372 1.773 4.451 -0.171
N -1.336 2.660 3.927 -0.138
C -1.975 3.777 3.234 -0.172
N -2.895 3.353 2.180 -0.137
C -2.205 2.740 1.054 -0.310
P -1.283 1.231 1.610 0.974
C -2.661 0.382 2.498 -0.285
C -0.397 1.953 3.058 -0.275
H -4.482 3.011 3.476 0.136
H -4.563 2.108 1.955 0.130
H -1.904 0.915 4.937 0.133
H -2.942 2.325 5.198 0.135
H -1.208 4.426 2.808 0.132
H -2.543 4.350 3.969 0.135
H -1.497 3.450 0.617 0.102
H -2.926 2.470 0.282 0.048
H -2.277 -0.478 3.047 0.089
H -3.389 0.012 1.771 0.103
H 0.373 2.649 2.717 0.100
H 0.115 1.162 3.608 0.104
O -1.371 -2.226 1.605 0.054
N -0.826 -1.533 0.867 -0.377
```

=====

Entry from the OMol25 dataset: a structure of composition C26H26AsFeN5O2S (ωB97M-V/def2-TZVPD).

## Properties
energy above the lowest of the compared OMol25 structures with the same formula, charge and spin: 0.00 kcal per mole
2S+1: 5
energy: -5328.36197 Eh
gap between HOMO and LUMO (spin up / spin down): 6.123 / 6.285 eV
HOMO energy (spin up / spin down): -0.24766 / -0.25149 Ha

The geometry in XYZ format:
```
62
Properties=species:S:1:pos:R:3:lowdin_spin:R:1
Fe 0.443 1.099 0.315 3.707
C 0.204 -4.440 1.047 0.006
C 1.353 -3.668 0.927 0.000
C 1.315 -2.305 1.177 0.005
C 0.126 -1.678 1.572 0.006
C -1.028 -2.463 1.685 0.006
C -0.984 -3.825 1.427 0.000
N 0.126 -0.301 1.788 0.049
C -0.428 0.217 2.904 0.003
C -0.578 -0.493 4.125 0.002
C -1.071 0.129 5.240 -0.002
C -1.460 1.486 5.231 0.001
C -1.346 2.201 4.074 0.000
C -0.851 1.581 2.911 0.005
N -0.743 2.203 1.699 0.034
N -1.122 3.390 1.526 0.001
C -0.896 3.804 0.207 0.002
C -1.364 5.057 -0.181 0.002
C -1.144 5.473 -1.476 -0.002
C -0.461 4.638 -2.354 0.002
C -0.029 3.413 -1.887 0.002
N -0.240 2.999 -0.639 0.034
H 0.235 -5.506 0.861 0.000
H 2.291 -4.133 0.648 0.000
H 2.216 -1.705 1.120 0.000
H -1.959 -1.989 1.972 0.000
H -1.888 -4.415 1.532 0.000
H -0.257 -1.525 4.172 0.000
H -1.145 -0.435 6.162 0.000
H -1.831 1.950 6.135 0.000
H -1.625 3.244 4.016 0.000
H -1.885 5.664 0.546 0.000
H -1.496 6.442 -1.806 0.000
H -0.261 4.931 -3.374 0.000
H 0.512 2.728 -2.529 0.000
O 3.804 0.604 1.893 0.010
C 3.060 1.109 1.068 0.007
O 2.142 1.989 1.189 0.042
C 3.206 0.640 -0.386 0.005
C 4.437 0.440 -0.994 0.000
C 4.470 0.117 -2.337 0.003
C 3.273 -0.025 -3.032 0.001
C 2.090 0.152 -2.344 0.005
N 2.056 0.473 -1.050 0.025
H 5.334 0.548 -0.400 0.000
H 5.416 -0.020 -2.846 0.000
H 3.259 -0.268 -4.086 0.000
H 1.125 0.040 -2.827 0.000
C -3.252 -2.800 -1.582 0.003
As -1.830 -1.626 -2.142 0.009
C -0.248 -2.725 -2.135 0.000
C -2.183 -1.235 -4.002 0.002
S -1.752 0.084 -0.948 0.024
H -3.351 -3.639 -2.270 0.000
H -4.178 -2.230 -1.542 0.000
H -3.001 -3.157 -0.585 0.000
H -0.477 -3.697 -2.572 0.000
H 0.074 -2.845 -1.102 0.000
H 0.536 -2.240 -2.712 0.000
H -2.364 -2.156 -4.555 0.000
H -1.321 -0.716 -4.416 0.000
H -3.052 -0.584 -4.059 0.000
```

=====

Entry from the OMol25 dataset: a structure of composition C26H26BN11O6STi (ωB97M-V/def2-TZVPD).

## Properties
energy above the lowest of the compared OMol25 structures with the same formula, charge and spin: 32.72 kcal per mole
2S+1: 3
energy: -3332.85976 Eh
total charge: -2
gap between HOMO and LUMO (spin up / spin down): 3.694 / 6.136 eV
HOMO energy (spin up / spin down): -0.00436 / -0.09413 Ha

The geometry in XYZ format:
```
72
Properties=species:S:1:pos:R:3:lowdin_spin:R:1
Ti -0.803 0.592 -0.423 0.935
N -2.941 4.596 1.355 0.000
C -3.019 3.242 1.012 0.000
S -4.231 2.791 -0.121 0.001
N -2.131 2.509 1.617 0.003
N -2.054 1.176 1.196 0.001
C -2.469 0.306 2.041 0.003
C -2.408 -1.134 1.897 0.000
C -2.666 -1.910 3.034 0.002
C -2.593 -3.285 3.006 0.001
C -2.271 -3.912 1.800 0.001
C -2.042 -3.177 0.659 0.001
C -2.085 -1.770 0.674 0.005
O -1.818 -1.101 -0.420 0.022
H -3.830 5.062 1.287 0.000
H -2.431 4.759 2.211 0.000
H -2.886 0.691 2.972 0.000
H -2.897 -1.400 3.963 0.000
H -2.742 -3.864 3.907 0.000
H -2.177 -4.992 1.767 0.000
H -1.762 -3.654 -0.272 0.000
B 2.355 2.956 0.155 0.000
N 3.055 1.579 0.127 0.000
C 3.398 0.887 1.223 0.001
C 4.176 -0.190 0.845 0.001
C 4.254 -0.061 -0.544 0.000
N 3.581 1.007 -0.975 0.001
N 1.199 3.168 -0.902 0.001
C 1.209 4.234 -1.715 0.008
C -0.069 4.476 -2.178 0.002
C -0.841 3.488 -1.564 0.009
N -0.073 2.695 -0.817 0.002
H 1.888 3.093 1.262 0.000
H 3.166 3.823 -0.111 0.000
H 3.036 1.188 2.192 0.000
H 4.566 -0.973 1.472 0.000
H 4.735 -0.717 -1.255 0.000
H 2.130 4.768 -1.872 0.001
H -0.403 5.269 -2.825 0.000
H -1.906 3.313 -1.613 0.000
C -3.177 0.910 -4.672 0.000
N -1.807 0.540 -4.350 0.000
C -0.880 0.225 -5.291 0.003
C 0.401 -0.022 -4.962 0.000
C 0.772 0.058 -3.571 0.002
N -0.163 0.292 -2.657 0.002
C -1.419 0.597 -3.021 0.005
O -2.226 0.945 -2.154 0.000
N 2.027 -0.079 -3.199 0.003
H -3.402 0.574 -5.682 0.000
H -3.310 1.990 -4.598 0.000
H -3.850 0.441 -3.959 0.000
H -1.235 0.194 -6.313 0.000
H 1.131 -0.265 -5.718 0.000
H 2.740 -0.165 -3.899 0.000
H 2.333 0.114 -2.241 0.000
O 1.503 -1.916 -0.902 0.043
C 1.215 -1.439 0.185 0.031
O 0.711 -0.201 0.280 -0.003
C 1.387 -2.152 1.457 0.099
C 1.049 -1.584 2.696 0.005
C 1.212 -2.282 3.870 0.070
C 1.725 -3.598 3.846 0.050
C 2.071 -4.176 2.603 0.065
C 1.901 -3.459 1.445 0.001
N 1.891 -4.313 5.018 0.211
O 1.598 -3.763 6.128 0.200
O 2.379 -5.489 4.964 0.195
H 0.651 -0.577 2.718 -0.001
H 0.950 -1.854 4.826 0.008
H 2.462 -5.182 2.600 0.008
H 2.160 -3.892 0.486 -0.001
```

=====

Entry from the OMol25 dataset: a structure of composition C26H26InN3O4Si at a distorted geometry (ωB97M-V/def2-TZVPD).

## Properties
energy: -1951.33515 Eh
total charge: -2
gap between HOMO and LUMO: 4.394 eV
HOMO energy: -0.00533 Ha

The geometry in XYZ format:
```
61
Properties=species:S:1:pos:R:3:nbo_charge:R:1
In 1.819 0.194 -0.511 0.890
O 5.243 -2.401 -0.137 -0.715
C 4.130 -2.088 -0.571 0.753
O 3.784 -0.958 -1.044 -0.868
C 3.070 -3.191 -0.564 0.087
C 3.498 -4.529 -0.749 -0.233
C 2.581 -5.528 -0.621 -0.185
C 1.235 -5.229 -0.285 -0.089
C 0.281 -6.248 -0.046 -0.343
C -1.006 -5.869 0.280 -0.190
C -1.385 -4.531 0.356 -0.336
C -0.486 -3.460 0.115 -0.004
C 0.889 -3.859 -0.185 0.199
N 1.822 -2.884 -0.335 -0.430
H 4.542 -4.714 -0.957 0.219
H 2.866 -6.568 -0.752 0.186
H 0.577 -7.288 -0.109 0.179
H -1.757 -6.634 0.458 0.181
H -2.422 -4.293 0.548 0.198
H -0.204 -1.428 -0.447 0.199
N -4.776 3.714 1.479 -0.826
C -4.360 3.801 0.178 0.664
O -4.953 4.479 -0.642 -0.625
C -3.133 2.999 -0.158 -0.145
C -2.252 2.538 0.806 -0.174
C -1.196 1.729 0.412 0.061
N -1.000 1.359 -0.843 -0.404
C -1.820 1.841 -1.771 0.037
C -2.895 2.669 -1.483 -0.226
H -5.687 4.097 1.666 0.391
H -4.481 2.932 2.038 0.403
H -2.362 2.795 1.852 0.204
H -0.492 1.339 1.139 0.215
H -1.619 1.532 -2.791 0.195
H -3.559 3.034 -2.255 0.228
C -0.863 -2.107 0.079 -0.468
C -2.071 -1.525 0.591 0.093
C -2.757 -1.981 1.749 -0.283
C -3.879 -1.340 2.241 -0.225
C -4.404 -0.207 1.618 -0.331
C -3.757 0.260 0.475 -0.224
C -2.634 -0.377 -0.023 -0.282
H -2.354 -2.833 2.282 0.206
H -4.352 -1.721 3.142 0.184
H -5.281 0.294 2.012 0.178
H -4.146 1.130 -0.048 0.188
H -2.165 -0.004 -0.927 0.216
C 3.139 5.217 -0.632 -1.132
Si 3.343 3.330 -0.624 1.911
C 4.680 2.988 -1.913 -1.145
C 4.119 2.936 1.056 -1.142
O 1.983 2.534 -0.890 -1.389
H 4.107 5.717 -0.521 0.204
H 2.487 5.550 0.181 0.214
H 2.691 5.551 -1.574 0.216
H 5.601 3.556 -1.745 0.204
H 4.298 3.239 -2.908 0.214
H 4.930 1.922 -1.916 0.245
H 5.072 3.446 1.228 0.207
H 4.295 1.859 1.138 0.235
H 3.428 3.218 1.858 0.214
```

=====

Entry from the OMol25 dataset: an isolated molecule of C26H26N2O3S at a distorted geometry (ωB97M-V/def2-TZVPD).

## Properties
energy: -1739.85378 Eh
gap between HOMO and LUMO: 8.777 eV
SMILES: N#Cc1ccccc1Sc1ccccc1C(=O)OCC(=O)N[C@]12C[C@H]3C[C@H](C[C@H](C3)C1)C2
HOMO energy: -0.31490 Ha

The geometry in XYZ format:
```
58
Properties=species:S:1:pos:R:3:nbo_charge:R:1
N 4.228 2.302 -0.129 -0.322
C 3.552 1.796 0.649 0.287
C 2.827 1.164 1.681 -0.257
C 3.592 0.547 2.678 -0.124
C 2.987 -0.071 3.751 -0.232
C 1.603 -0.075 3.850 -0.167
C 0.836 0.522 2.871 -0.256
C 1.432 1.131 1.772 0.017
S 0.312 1.863 0.618 0.274
C 1.254 2.172 -0.864 -0.054
C 1.432 3.496 -1.237 -0.223
C 2.104 3.806 -2.404 -0.178
C 2.581 2.792 -3.218 -0.193
C 2.367 1.471 -2.874 -0.147
C 1.699 1.143 -1.698 -0.216
C 1.487 -0.284 -1.353 0.789
O 1.513 -0.750 -0.243 -0.581
O 1.230 -1.012 -2.455 -0.510
C 0.950 -2.388 -2.236 -0.170
C -0.316 -2.629 -1.391 0.676
O -0.470 -3.674 -0.801 -0.622
N -1.188 -1.609 -1.423 -0.630
C -2.318 -1.440 -0.509 0.150
C -1.826 -1.523 0.939 -0.434
C -3.001 -1.292 1.886 -0.210
C -3.605 0.088 1.629 -0.406
C -4.100 0.161 0.186 -0.204
C -5.158 -0.915 -0.053 -0.403
C -4.547 -2.292 0.203 -0.222
C -4.057 -2.371 1.648 -0.393
C -3.375 -2.519 -0.751 -0.417
C -2.923 -0.060 -0.764 -0.417
H 4.668 0.569 2.586 0.226
H 3.590 -0.547 4.509 0.222
H 1.119 -0.552 4.689 0.220
H -0.241 0.518 2.943 0.221
H 1.055 4.276 -0.593 0.228
H 2.261 4.839 -2.673 0.221
H 3.117 3.030 -4.124 0.221
H 2.727 0.674 -3.506 0.229
H 0.828 -2.829 -3.227 0.218
H 1.783 -2.872 -1.717 0.222
H -0.948 -0.800 -1.977 0.401
H -1.047 -0.775 1.095 0.216
H -1.387 -2.505 1.112 0.237
H -2.646 -1.351 2.921 0.207
H -2.854 0.863 1.799 0.203
H -4.435 0.266 2.316 0.206
H -4.533 1.150 -0.003 0.211
H -5.526 -0.854 -1.080 0.204
H -6.006 -0.754 0.616 0.205
H -5.304 -3.065 0.031 0.212
H -3.627 -3.356 1.840 0.209
H -4.896 -2.229 2.333 0.202
H -3.716 -2.473 -1.788 0.204
H -2.928 -3.499 -0.583 0.236
H -2.166 0.711 -0.596 0.213
H -3.262 0.009 -1.801 0.206
```

=====

Entry from the OMol25 dataset: an isolated molecule of C26H26N4O3 (ωB97M-V/def2-TZVPD).

## Properties
energy above the lowest of the compared OMol25 structures with the same formula, charge and spin: 0.00 kcal per mole
energy: -1451.21093 Eh
gap between HOMO and LUMO: 9.550 eV
SMILES: O=C1NC(=O)C(CCc2ccncc2)(CCc2ccncc2)C(=O)N1CCc1ccccc1
HOMO energy: -0.33667 Ha

The geometry in XYZ format:
```
59
Properties=species:S:1:pos:R:3:nbo_charge:R:1
O -1.951 -2.698 -0.048 -0.587
C -1.785 -1.513 -0.165 0.816
N -2.840 -0.668 -0.455 -0.658
C -2.832 0.699 -0.591 0.731
O -3.834 1.295 -0.894 -0.580
C -1.519 1.369 -0.248 -0.257
C -1.257 2.581 -1.162 -0.385
C -1.557 2.311 -2.644 -0.432
C -0.899 1.059 -3.143 0.020
C -1.640 -0.088 -3.406 -0.284
C -0.983 -1.227 -3.845 0.037
N 0.322 -1.282 -4.042 -0.422
C 1.029 -0.188 -3.806 0.037
C 0.474 0.998 -3.356 -0.248
C -1.706 1.824 1.231 -0.350
C -0.564 2.691 1.773 -0.436
C -0.736 2.861 3.254 0.026
C -1.454 3.928 3.781 -0.260
C -1.610 4.015 5.155 0.044
N -1.113 3.131 6.003 -0.421
C -0.430 2.115 5.504 0.044
C -0.215 1.932 4.148 -0.262
C -0.317 0.443 -0.236 0.749
O 0.815 0.862 -0.280 -0.596
N -0.558 -0.898 -0.027 -0.494
C 0.587 -1.759 0.262 -0.211
C 1.330 -2.195 -1.003 -0.438
C 2.465 -3.104 -0.628 -0.030
C 2.276 -4.477 -0.556 -0.207
C 3.314 -5.311 -0.180 -0.204
C 4.553 -4.779 0.132 -0.219
C 4.749 -3.410 0.067 -0.224
C 3.710 -2.578 -0.309 -0.162
H -3.728 -1.135 -0.611 0.433
H -1.880 3.414 -0.837 0.226
H -0.207 2.854 -1.046 0.238
H -2.636 2.240 -2.787 0.232
H -1.194 3.166 -3.220 0.226
H -2.714 -0.088 -3.287 0.222
H -1.527 -2.139 -4.054 0.196
H 2.092 -0.273 -3.992 0.197
H 1.097 1.860 -3.174 0.222
H -1.807 0.933 1.860 0.213
H -2.643 2.382 1.293 0.231
H 0.395 2.213 1.565 0.238
H -0.576 3.666 1.286 0.217
H -1.880 4.678 3.132 0.214
H -2.161 4.832 5.603 0.192
H -0.037 1.415 6.231 0.193
H 0.354 1.086 3.791 0.215
H 0.206 -2.633 0.793 0.237
H 1.264 -1.196 0.908 0.219
H 0.636 -2.709 -1.670 0.227
H 1.709 -1.308 -1.512 0.225
H 1.309 -4.894 -0.801 0.213
H 3.157 -6.378 -0.132 0.213
H 5.365 -5.429 0.424 0.212
H 5.715 -2.989 0.310 0.211
H 3.865 -1.509 -0.363 0.202
```